22
Properties=species:S:1:pos:R:3:forces:R:3:lowdin_charge:R:1 method="wB97M-V/def2-TZVPD" e_homo_ev=-4.59 relative_energy_kcal_mol=16.7 total_energy_ha=-441.29225 total_charge=-1 gap_ev=8.37 e_lumo_ev=3.78 largest_force_ev_per_a=2.7
C -0.3281 0.0143 1.3917 -0.58 0.25 0.20 -0.28
O 0.2396 -1.2936 1.5525 -0.26 2.10 -0.81 -0.18
C -0.6588 0.4451 -0.0686 -0.70 -2.46 -0.76 -0.39
C -1.8786 1.3839 -0.1148 1.88 1.25 0.75 -0.25
C -2.1738 2.0222 -1.5146 -0.13 -1.00 2.44 -0.10
N -0.9506 -0.7771 -0.8992 -1.04 0.73 -0.15 0.03
H 0.2745 0.8344 1.7964 0.56 -0.17 0.24 0.10
H -1.3081 0.1619 1.9485 0.81 -0.88 -0.27 0.10
H 0.1684 0.9115 -0.5966 0.33 0.26 0.31 0.12
H -1.5895 2.2173 0.5730 -0.09 -0.31 -0.33 0.10
H -2.7002 0.9435 0.4371 -0.55 -0.39 -0.47 0.09
H -1.2504 1.9499 -2.0656 -0.04 -0.01 -0.62 0.06
H -2.9957 1.4213 -1.8893 0.04 0.43 -0.86 0.06
H -2.4179 3.0563 -1.2797 -0.36 0.07 -0.68 0.05
H -1.6616 -1.3110 -0.4185 -0.47 0.12 0.20 0.06
H -0.2151 -1.4680 -0.9347 1.04 0.42 0.13 0.02
H 2.2264 -2.6714 0.0038 -0.06 0.07 -0.03 -0.05
H 0.9548 -1.3950 0.7445 -0.52 -0.77 0.72 0.01
O 1.8090 -1.8798 -0.3513 0.07 0.31 0.16 -0.39
H 2.7220 -0.5361 0.0696 0.20 -0.08 0.05 -0.02
H 2.7982 0.7211 -0.6846 -0.15 0.60 -0.72 -0.02
O 3.1599 0.3725 0.1181 0.01 -0.54 0.50 -0.14